{"formula": "C5H9NO", "method": "wB97M-V/def2-TZVPD", "relative_energy_kj_mol": 75.2, "max_force_ev_per_a": 0.4, "gap_ev": 10.420, "smiles": "CC1(C)CNC1=O", "species": ["C", "C", "C", "C", "N", "C", "O", "H", "H", "H", "H", "H", "H", "H", "H", "H"], "xyz": [[-0.8126, -0.5376, 1.3527], [-0.0682, 0.0484, 0.1676], [0.6071, 1.3746, 0.5278], [0.7767, -0.9993, -0.6084], [-0.0321, -0.7017, -1.7919], [-0.7962, 0.2567, -1.1791], [-1.6135, 1.0413, -1.5902], [-1.5963, 0.1372, 1.7048], [-0.1017, -0.6943, 2.1747], [-1.2578, -1.5064, 1.1048], [1.2225, 1.3049, 1.4316], [-0.1840, 2.1110, 0.7088], [1.2268, 1.7659, -0.2882], [1.8298, -0.7180, -0.6540], [0.6663, -2.0424, -0.2801], [0.1331, -0.8402, -2.7809]], "nbo_charge": [-0.599, -0.145, -0.604, -0.201, -0.627, 0.687, -0.591, 0.222, 0.210, 0.213, 0.210, 0.229, 0.214, 0.189, 0.189, 0.403]}

{"formula": "C5H9NO", "method": "wB97M-V/def2-TZVPD", "relative_energy_kj_mol": 332.6, "max_force_ev_per_a": 3.6, "gap_ev": 10.500, "smiles": "C=C[C@@](C)(O)N=C", "species": ["C", "C", "C", "C", "O", "N", "C", "H", "H", "H", "H", "H", "H", "H", "H", "H"], "xyz": [[-0.7556, -2.3454, 0.0501], [-0.7086, -1.1276, 0.5256], [0.0865, 0.1489, -0.0450], [1.0890, 0.6060, 1.0751], [0.8871, -0.1927, -1.1963], [-0.7281, 1.2517, -0.2534], [-0.7411, 2.1457, -1.1694], [-1.3230, -3.0730, 0.4936], [-0.1694, -2.7073, -0.8459], [-1.3780, -0.8958, 1.3044], [1.9848, 0.9232, 0.7160], [1.2574, -0.3056, 1.6812], [0.8691, 1.3570, 1.7933], [1.2993, -1.0791, -1.0329], [-1.3832, 3.1277, -0.8811], [-0.2863, 2.1664, -2.2155]], "nbo_charge": [-0.390, -0.182, 0.343, -0.613, -0.734, -0.439, -0.039, 0.200, 0.187, 0.205, 0.218, 0.205, 0.224, 0.473, 0.167, 0.174]}

{"formula": "C5H9NO", "method": "wB97M-V/def2-TZVPD", "relative_energy_kj_mol": 490.3, "max_force_ev_per_a": 3.7, "gap_ev": 10.141, "smiles": "C[C@H]1N[C@H]1[C@H]1CO1", "species": ["C", "C", "N", "C", "C", "C", "O", "H", "H", "H", "H", "H", "H", "H", "H", "H"], "xyz": [[1.1214, 1.5063, 0.1068], [-0.0965, 0.9900, 0.8504], [-1.3839, 0.9441, 0.1654], [-0.7358, -0.3174, 0.5780], [-0.4259, -0.9023, -0.7746], [0.5255, -2.0555, -0.8418], [-0.8720, -2.2547, -0.9440], [2.0324, 1.2652, 0.6657], [1.0726, 2.5958, 0.0099], [1.2137, 1.0650, -0.8893], [-0.1822, 1.3308, 1.8767], [-2.2218, 1.2826, 0.6104], [-1.1599, -0.9193, 1.3772], [-0.9732, 0.2281, -1.1558], [1.1091, -2.3213, -1.7253], [0.9765, -2.4372, 0.0901]], "nbo_charge": [-0.627, -0.063, -0.631, -0.121, -0.054, -0.119, -0.504, 0.217, 0.216, 0.230, 0.201, 0.384, 0.219, 0.300, 0.183, 0.169]}

{"formula": "C5H9NO", "method": "wB97M-V/def2-TZVPD", "relative_energy_kj_mol": 565.4, "max_force_ev_per_a": 0.4, "gap_ev": 9.164, "species": ["O", "C", "C", "C", "C", "N", "C", "H", "H", "H", "H", "H", "H", "H", "H", "H"], "xyz": [[-2.2936, -1.6930, 0.9356], [-1.5065, -0.9239, 0.0583], [-0.3126, 1.7277, -0.0727], [0.4371, 0.4886, -0.2191], [1.6520, 0.5126, -1.0648], [1.6325, 1.2803, 0.1794], [-0.0650, -0.7131, 0.5390], [-2.4535, -1.1422, 1.7129], [-1.5122, -1.4305, -0.9125], [-1.9452, 0.0788, -0.0833], [-0.1666, 2.3227, -0.9935], [1.6968, 1.1366, -1.9550], [2.2660, -0.3876, -1.0904], [2.0998, 0.8273, 0.9640], [0.5543, -1.6053, 0.3892], [-0.0834, -0.4791, 1.6130]], "nbo_charge": [-0.708, -0.054, -0.130, -0.070, -0.251, -0.500, -0.443, 0.465, 0.175, 0.179, 0.118, 0.206, 0.204, 0.382, 0.211, 0.215]}

{"formula": "C5H9NO", "method": "wB97M-V/def2-TZVPD", "relative_energy_kj_mol": 111.8, "max_force_ev_per_a": 0.3, "gap_ev": 10.694, "smiles": "[H]/N=C1/CCCCO1", "species": ["H", "N", "C", "C", "C", "C", "C", "O", "H", "H", "H", "H", "H", "H", "H", "H"], "xyz": [[2.5611, 1.4909, 0.9549], [2.4479, 0.4896, 0.7853], [1.4049, 0.3150, 0.0926], [0.8892, -1.0380, -0.2814], [-0.5164, -1.2003, 0.2997], [-1.4438, -0.0197, -0.0510], [-0.7549, 1.3336, -0.3510], [0.6765, 1.3604, -0.3942], [0.8731, -1.1191, -1.3754], [1.5688, -1.7960, 0.1126], [-0.4305, -1.3236, 1.3851], [-0.9564, -2.1225, -0.0857], [-2.0381, -0.2867, -0.9277], [-2.1558, 0.1334, 0.7681], [-1.0462, 2.0793, 0.3961], [-1.0794, 1.7037, -1.3277]], "nbo_charge": [0.343, -0.674, 0.569, -0.486, -0.388, -0.442, -0.062, -0.530, 0.217, 0.239, 0.208, 0.214, 0.209, 0.219, 0.179, 0.186]}

{"formula": "C5H9NO", "method": "wB97M-V/def2-TZVPD", "relative_energy_kj_mol": 329.7, "max_force_ev_per_a": 4.1, "gap_ev": 8.971, "smiles": "N/C=C/CCC=O", "species": ["N", "C", "C", "C", "C", "C", "O", "H", "H", "H", "H", "H", "H", "H", "H", "H"], "xyz": [[2.0689, 1.1849, 1.0040], [1.4230, -0.0377, 0.9049], [0.7302, -0.4724, -0.2437], [-0.4654, -1.3402, -0.2502], [-1.7317, -0.4434, -0.3271], [-1.2718, 1.0120, -0.5558], [-1.2598, 1.4237, -1.6850], [2.9887, 1.2951, 1.3496], [1.8612, 1.9261, 0.4354], [1.4207, -0.6821, 1.7420], [1.1130, -0.4387, -1.3100], [-0.4792, -1.9726, -1.0815], [-0.5629, -1.9945, 0.6908], [-2.3436, -0.7470, -1.2975], [-2.4815, -0.5328, 0.4442], [-1.0097, 1.8196, 0.1798]], "nbo_charge": [-0.807, 0.027, -0.320, -0.428, -0.491, 0.416, -0.549, 0.377, 0.381, 0.176, 0.227, 0.212, 0.200, 0.223, 0.221, 0.135]}

{"formula": "C5H9NO", "method": "wB97M-V/def2-TZVPD", "relative_energy_kj_mol": 362.0, "max_force_ev_per_a": 0.5, "gap_ev": 10.132, "species": ["C", "C", "C", "C", "N", "C", "O", "H", "H", "H", "H", "H", "H", "H", "H", "H"], "xyz": [[1.3422, 0.7088, -0.1473], [-0.0225, 0.0123, -0.0112], [0.0677, -1.1747, 0.9645], [-1.1423, 0.9995, 0.3821], [-1.1898, -0.5543, -2.2724], [-0.3437, -0.5618, -1.3449], [0.2726, -1.4317, -2.1076], [2.1084, 0.0044, -0.4863], [1.6514, 1.1241, 0.8177], [1.2843, 1.5275, -0.8729], [0.3767, -0.8207, 1.9539], [0.7974, -1.9126, 0.6161], [-0.9027, -1.6729, 1.0642], [-1.4655, 0.8386, 1.4143], [-0.8119, 2.0379, 0.2865], [-2.0223, 0.8755, -0.2568]], "nbo_charge": [-0.593, -0.144, -0.593, -0.604, -0.134, 0.506, -0.431, 0.225, 0.218, 0.220, 0.217, 0.226, 0.221, 0.220, 0.220, 0.227]}

{"formula": "C5H9NO", "method": "wB97M-V/def2-TZVPD", "relative_energy_kj_mol": 74.3, "max_force_ev_per_a": 0.4, "gap_ev": 10.443, "smiles": "CC1(C)CNC1=O", "species": ["C", "C", "C", "C", "N", "C", "O", "H", "H", "H", "H", "H", "H", "H", "H", "H"], "xyz": [[1.4103, 0.7982, 0.0283], [0.1549, -0.0653, 0.0952], [0.2582, -1.1750, 1.1403], [-1.1702, 0.7533, 0.0886], [-1.3602, 0.3299, -1.2951], [-0.2973, -0.5364, -1.3039], [0.0963, -1.3471, -2.1054], [2.2631, 0.1879, -0.2864], [1.6452, 1.2375, 1.0052], [1.2914, 1.6114, -0.6969], [1.2984, -1.4896, 1.2705], [-0.3174, -2.0592, 0.8456], [-0.1113, -0.8325, 2.1135], [-1.9334, 0.3773, 0.7781], [-1.0588, 1.8343, 0.2216], [-2.1690, 0.3753, -1.8992]], "nbo_charge": [-0.598, -0.145, -0.606, -0.198, -0.628, 0.688, -0.590, 0.223, 0.210, 0.214, 0.220, 0.223, 0.212, 0.186, 0.188, 0.402]}

{"formula": "C5H9NO", "method": "wB97M-V/def2-TZVPD", "relative_energy_kj_mol": 529.4, "max_force_ev_per_a": 1.2, "gap_ev": 8.610, "species": ["C", "O", "C", "C", "C", "C", "N", "H", "H", "H", "H", "H", "H", "H", "H", "H"], "xyz": [[1.9412, 1.1234, 0.2055], [0.6334, 0.2158, -0.9475], [-0.2179, -0.5614, -0.5053], [-1.4846, -0.7234, -1.2756], [-0.1151, -1.2120, 0.8366], [-0.1911, 1.9202, 0.7334], [-1.3452, 1.8607, 0.9284], [2.0438, 2.0859, -0.2734], [1.9302, 1.1469, 1.2850], [2.5657, 0.3387, -0.2132], [-1.9326, -1.7134, -1.1637], [-1.3415, -0.4637, -2.3257], [-2.1491, 0.0293, -0.8188], [-0.7263, -0.5981, 1.5111], [0.9120, -1.2231, 1.2067], [-0.5229, -2.2260, 0.8164]], "nbo_charge": [-0.201, -0.504, 0.706, -0.726, -0.748, -0.061, -0.623, 0.226, 0.216, 0.178, 0.228, 0.245, 0.296, 0.299, 0.231, 0.237]}

{"formula": "C5H9NO", "method": "wB97M-V/def2-TZVPD", "relative_energy_kj_mol": 488.0, "max_force_ev_per_a": 0.4, "gap_ev": [8.596, 8.404], "species": ["C", "C", "C", "C", "C", "O", "N", "H", "H", "H", "H", "H", "H", "H", "H", "H"], "xyz": [[-0.1859, 0.1735, -1.6041], [0.8987, 1.7044, -0.8669], [-1.1199, -0.1448, -0.4728], [0.6252, -1.3561, 0.9774], [-0.4544, -0.3069, 0.8809], [1.1271, 0.5096, -1.4850], [-0.8744, 0.4163, 1.8360], [-0.4604, -0.1124, -2.6134], [-0.3913, 0.1985, 2.7099], [1.4019, 1.8688, 0.0749], [0.2639, 2.4446, -1.3255], [-1.9270, 0.5819, -0.3539], [-1.6035, -1.0996, -0.7279], [0.2631, -2.3127, 0.5924], [1.4860, -1.0718, 0.3689], [0.9509, -1.4934, 2.0091]], "nbo_charge": [0.126, -0.104, -0.538, -0.698, 0.333, -0.483, -0.620, 0.171, 0.328, 0.169, 0.174, 0.239, 0.220, 0.225, 0.242, 0.215]}

{"formula": "C5H9NO", "method": "wB97M-V/def2-TZVPD", "relative_energy_kj_mol": 235.9, "max_force_ev_per_a": 0.4, "gap_ev": 9.671, "smiles": "C=CNC(=O)C=C.[H][H]", "species": ["C", "C", "N", "C", "O", "C", "C", "H", "H", "H", "H", "H", "H", "H", "H", "H"], "xyz": [[-1.4515, 2.2086, 0.8024], [-0.8625, 1.0154, 0.8110], [-1.2831, -0.0996, 0.0825], [-0.5191, -1.1800, -0.3142], [-0.9499, -1.9669, -1.1386], [0.8399, -1.3180, 0.2921], [1.7689, -2.0246, -0.3436], [-1.0557, 3.0030, 1.4242], [-2.3192, 2.4319, 0.1878], [0.0114, 0.8445, 1.4289], [-2.1561, -0.0313, -0.4266], [1.0656, -0.8283, 1.2347], [1.5338, -2.5079, -1.2876], [2.7740, -2.1296, 0.0539], [1.0238, 1.5313, -1.4626], [1.5797, 1.0514, -1.3442]], "nbo_charge": [-0.472, 0.004, -0.614, 0.648, -0.596, -0.326, -0.291, 0.213, 0.198, 0.198, 0.409, 0.208, 0.220, 0.201, 0.002, -0.003]}

{"formula": "C5H9NO", "method": "wB97M-V/def2-TZVPD", "relative_energy_kj_mol": 294.6, "max_force_ev_per_a": 1.0, "gap_ev": 9.719, "smiles": "CC(=O)[C@@H]1CN1C", "species": ["C", "C", "O", "C", "C", "N", "C", "H", "H", "H", "H", "H", "H", "H", "H", "H"], "xyz": [[-1.3316, 1.0528, 0.9879], [-1.4170, -0.4105, 0.6397], [-2.3707, -1.0900, 0.9727], [-0.2416, -1.0819, 0.0154], [1.1338, -0.5586, 0.6934], [0.9018, -0.6362, -0.6713], [1.1466, 0.2341, -1.7693], [-2.3131, 1.4944, 0.8232], [-1.0961, 1.1495, 2.0541], [-0.5686, 1.5802, 0.4064], [-0.5205, -2.1118, -0.2591], [1.6806, -1.3408, 1.2043], [1.3174, 0.4468, 1.1263], [2.2137, 0.1557, -1.9894], [0.8855, 1.2918, -1.6247], [0.5799, -0.1755, -2.6097]], "nbo_charge": [-0.723, 0.554, -0.553, -0.153, -0.181, -0.421, -0.397, 0.241, 0.242, 0.209, 0.214, 0.193, 0.186, 0.207, 0.170, 0.212]}

{"formula": "C5H9NO", "method": "wB97M-V/def2-TZVPD", "relative_energy_kj_mol": 290.7, "max_force_ev_per_a": 0.7, "gap_ev": 10.495, "smiles": "C[C@H]1CC/C1=N\\O", "species": ["C", "C", "C", "C", "C", "N", "O", "H", "H", "H", "H", "H", "H", "H", "H", "H"], "xyz": [[1.0351, -1.2615, 1.3599], [0.8011, -0.3422, 0.1745], [0.0255, -0.8941, -1.0547], [-0.5334, 0.5214, -1.3182], [-0.1942, 0.8083, 0.1163], [-0.7421, 1.5930, 0.9471], [-1.6816, 2.3597, 0.2339], [1.5967, -2.1390, 1.0131], [0.0948, -1.6158, 1.7939], [1.6246, -0.7837, 2.1482], [1.7649, 0.0535, -0.1777], [0.5961, -1.3858, -1.8458], [-0.7789, -1.5556, -0.7129], [-1.5816, 0.6442, -1.5941], [0.0929, 1.1119, -1.9949], [-2.1198, 2.8858, 0.9114]], "nbo_charge": [-0.607, -0.243, -0.386, -0.469, 0.237, -0.143, -0.587, 0.212, 0.212, 0.219, 0.214, 0.207, 0.203, 0.233, 0.224, 0.475]}

{"formula": "C5H9NO", "method": "wB97M-V/def2-TZVPD", "relative_energy_kj_mol": 372.5, "max_force_ev_per_a": 1.2, "gap_ev": 8.219, "species": ["C", "O", "C", "C", "C", "C", "N", "H", "H", "H", "H", "H", "H", "H", "H", "H"], "xyz": [[1.8883, 0.8062, -0.0974], [0.7417, 0.3182, -0.8681], [-0.1760, -0.4139, -0.3856], [-1.3797, -0.6038, -1.2307], [-0.0766, -1.1043, 0.9210], [-0.5032, 2.0665, 1.0775], [-1.5753, 1.6352, 0.8496], [2.0886, 1.7941, -0.5154], [1.6155, 0.9390, 0.9492], [2.7128, 0.1098, -0.2732], [-1.7903, -1.6148, -1.1418], [-1.2126, -0.3186, -2.2723], [-2.0746, 0.1131, -0.7599], [-0.6313, -0.4392, 1.5949], [0.9503, -1.2130, 1.2727], [-0.5774, -2.0747, 0.8796]], "nbo_charge": [-0.281, -0.412, 0.797, -0.749, -0.783, -0.161, -0.757, 0.235, 0.251, 0.194, 0.239, 0.251, 0.343, 0.339, 0.244, 0.249]}

{"formula": "C5H9NO", "method": "wB97M-V/def2-TZVPD", "relative_energy_kj_mol": 401.7, "max_force_ev_per_a": 0.8, "gap_ev": 9.544, "species": ["C", "C", "C", "C", "O", "C", "N", "H", "H", "H", "H", "H", "H", "H", "H", "H"], "xyz": [[0.0827, -0.0946, 1.3670], [0.0807, -0.5072, -0.1039], [1.3937, -1.1232, -0.5715], [-0.8800, 1.8702, -1.1256], [-1.0384, 2.4557, 0.0401], [-1.0643, -1.3762, -0.4057], [-1.9555, -2.0780, -0.6251], [0.8988, 0.6137, 1.5470], [-0.8570, 0.3823, 1.6637], [0.2413, -0.9654, 2.0082], [1.6308, -2.0256, -0.0055], [2.1914, -0.3871, -0.4309], [1.3404, -1.3691, -1.6353], [-0.0188, 0.3794, -0.7228], [-1.8202, 1.2772, -1.2324], [-0.2255, 2.9478, 0.2324]], "nbo_charge": [-0.598, -0.332, -0.584, 0.052, -0.636, 0.286, -0.330, 0.208, 0.229, 0.223, 0.216, 0.214, 0.226, 0.239, 0.094, 0.492]}